1.
DFT (ωB97M-V/def2-TZVPD) results for C35H27AgN5 as an isolated structure.

Structure (XYZ):
```
68
Properties=species:S:1:pos:R:3:mulliken_charge:R:1
Ag 0.074 0.888 0.266 -0.8193
C 2.952 -1.558 -2.951 -0.6528
C 2.644 -1.155 -1.632 -0.3538
N 2.320 0.067 -1.312 -0.3890
C 2.248 1.013 -2.282 -0.5983
C 2.563 0.720 -3.628 1.5727
C 2.918 -0.615 -3.935 -0.7364
C 2.514 1.733 -4.615 -1.0455
C 2.140 2.993 -4.239 -0.7386
C 1.796 3.297 -2.913 -0.3625
C 1.816 2.344 -1.903 0.7046
N 1.372 2.542 -0.625 -0.1361
C 1.548 3.710 0.015 0.0354
C 2.484 4.697 -0.301 -0.4489
C 2.642 5.856 0.468 -0.8235
C 1.887 6.104 1.580 -0.9878
C 0.927 5.137 1.968 1.5783
C 0.122 5.305 3.116 -0.6915
C -0.781 4.347 3.466 -0.7938
C -0.884 3.201 2.655 0.0266
N -0.162 3.015 1.576 -0.0606
C 0.746 3.957 1.212 -0.3973
H 3.206 -2.588 -3.160 0.4003
H 2.658 -1.877 -0.821 0.4252
H 3.152 -0.872 -4.962 0.3737
H 2.766 1.494 -5.641 0.3503
H 2.086 3.782 -4.981 0.3591
H 1.461 4.298 -2.675 0.6011
H 3.128 4.550 -1.157 0.5432
H 3.396 6.575 0.164 0.3511
H 2.010 7.005 2.167 0.3234
H 0.240 6.203 3.711 0.3731
H -1.411 4.443 4.340 0.3919
H -1.594 2.430 2.925 0.2425
C -0.382 -6.380 1.038 -0.3969
C -0.630 -5.698 -0.147 -0.7167
C -0.499 -4.322 -0.218 -0.2347
C -0.112 -3.580 0.906 1.1845
C 0.148 -4.286 2.085 -0.4074
C 0.012 -5.665 2.157 -0.6306
C 0.046 -2.105 0.938 -0.6306
C -0.530 -1.147 0.185 -1.1968
C -1.491 -1.495 -0.878 0.7262
C -1.124 -1.392 -2.225 0.3972
C -2.012 -1.727 -3.231 -0.6946
C -3.302 -2.149 -2.925 -0.4521
C -3.688 -2.224 -1.594 -0.8432
C -2.795 -1.903 -0.583 0.4354
H -0.491 -7.457 1.086 0.3639
H -0.930 -6.244 -1.034 0.3996
H -0.689 -3.821 -1.156 0.4349
H 0.457 -3.732 2.966 0.4004
H 0.213 -6.176 3.090 0.3623
H 0.715 -1.785 1.738 0.2229
H -0.125 -1.045 -2.467 0.2449
H -1.700 -1.650 -4.266 0.4134
H -3.999 -2.402 -3.714 0.3652
H -4.692 -2.541 -1.337 0.4026
H -3.109 -1.980 0.452 0.3875
N -2.218 -1.545 2.970 0.2620
C -2.675 -1.997 4.192 -0.2273
C -3.295 -0.920 4.762 -0.6939
N -3.218 0.158 3.928 -0.7185
C -2.558 -0.240 2.877 -0.0093
H -1.674 -2.047 2.281 0.0289
H -2.534 -3.013 4.517 0.4108
H -3.806 -0.871 5.709 0.3746
H -2.297 0.341 2.005 0.4186
```

Calculated values
frontier orbital gap = 6.58 eV
charge = -1
DFT total energy = -48184.73431 eV
strongest force on any atom = 0.87 eV Å⁻¹
ΔE to the lowest compared entry with this formula, charge and spin = 2.11 kcal per mole
LUMO level = 2.796 eV

---

2.
DFT (ωB97M-V/def2-TZVPD) results for C35H27B2Br4CaN13O2SSe as an isolated structure.

Structure (XYZ):
```
86
Properties=species:S:1:pos:R:3:mulliken_charge:R:1
Ca -0.166 0.838 -0.238 2.1452
B 3.614 1.075 0.428 0.1196
N 2.969 2.481 0.601 -0.5913
C 3.622 3.620 0.879 -0.2004
C 2.700 4.644 0.980 -1.4555
C 1.477 4.011 0.729 -0.2737
N 1.644 2.709 0.510 0.8207
N 3.318 0.571 -1.012 -0.5533
C 4.186 0.317 -2.003 -0.2599
C 3.470 0.023 -3.150 -1.3620
C 2.134 0.145 -2.749 -0.5352
N 2.055 0.460 -1.463 0.8258
H 4.816 1.213 0.531 -0.2421
H 3.170 0.311 1.250 -0.2095
H 4.694 3.615 0.980 0.4197
H 2.882 5.685 1.184 0.3815
H 0.487 4.438 0.695 0.4461
H 5.246 0.380 -1.823 0.4065
H 3.854 -0.224 -4.126 0.4120
H 1.223 0.047 -3.315 0.4758
Se 1.148 -3.524 6.677 0.1275
N 1.567 -3.811 4.961 -0.9362
C 1.253 -2.730 4.304 0.9888
C 1.430 -2.579 2.867 0.9084
C 1.977 -3.590 2.073 -0.9532
C 2.075 -3.385 0.722 -1.2823
C 1.607 -2.178 0.196 -0.8030
N 1.091 -1.216 0.936 1.7790
C 1.013 -1.400 2.255 -1.4607
C 0.472 -0.280 3.054 -0.6311
N 0.166 0.845 2.397 1.1324
C -0.267 1.887 3.086 -0.3216
C -0.457 1.861 4.465 -1.3383
C -0.163 0.704 5.149 -0.9938
C 0.325 -0.391 4.439 0.8500
C 0.686 -1.644 5.088 0.9488
N 0.549 -1.865 6.365 -0.9292
H 2.297 -4.514 2.536 0.5098
H 2.461 -4.140 0.054 0.5571
H 1.655 -1.990 -0.870 0.3509
H -0.473 2.785 2.516 0.3740
H -0.837 2.737 4.973 0.4483
H -0.295 0.624 6.220 0.4839
Br -3.870 2.967 -6.070 -0.2391
C -3.078 1.882 -4.728 0.1795
C -3.468 0.567 -4.570 0.3969
Br -4.819 -0.188 -5.668 -0.2471
C -2.821 -0.228 -3.598 0.4050
Br -3.405 -2.007 -3.258 -0.2017
C -1.771 0.245 -2.814 -0.8973
O -1.094 -0.485 -1.972 0.6099
C -1.421 1.662 -2.915 -0.1113
O -0.555 2.138 -2.107 -0.8738
C -2.076 2.414 -3.899 -0.2127
Br -1.566 4.240 -3.997 -0.2221
B -3.599 1.011 2.212 0.4338
N -2.867 2.282 1.677 -0.1801
C -3.129 3.528 2.101 -0.1880
C -2.541 4.424 1.227 -1.4580
C -1.916 3.607 0.277 -0.6850
N -2.120 2.320 0.559 0.2372
N -2.721 -0.271 2.142 -0.0304
C -2.825 -1.284 3.018 -0.3899
C -2.273 -2.418 2.450 -1.5332
C -1.849 -1.981 1.185 -0.4095
N -2.111 -0.691 1.012 0.2100
H -3.867 1.217 3.382 -0.2726
H -4.603 0.838 1.552 -0.2209
H -3.737 3.684 2.977 0.4722
H -2.567 5.500 1.268 0.4069
H -1.345 3.857 -0.607 0.9177
H -3.312 -1.133 3.968 0.5093
H -2.198 -3.406 2.874 0.4866
H -1.361 -2.547 0.403 0.7800
S -0.147 -4.680 -1.579 -0.3582
C 0.153 -3.964 -3.074 0.4035
N -0.158 -2.660 -3.314 0.8263
C 0.007 -2.047 -4.503 0.0536
C 0.553 -2.698 -5.566 -1.1099
C 0.934 -4.041 -5.376 -0.0876
C 0.740 -4.654 -4.174 -0.7674
H -0.598 -2.064 -2.578 -0.8241
H -0.342 -1.025 -4.542 0.4522
H 0.678 -2.192 -6.512 0.4264
H 1.378 -4.596 -6.195 0.3464
H 1.017 -5.686 -4.017 0.3870
```

Calculated values
frontier orbital gap = 4.99 eV
charge = -2
DFT total energy = -436352.63259 eV
strongest force on any atom = 0.26 eV Å⁻¹
ΔE to the lowest compared entry with this formula, charge and spin = 0.00 kcal per mole
LUMO level = 3.134 eV

---

3.
DFT (ωB97M-V/def2-TZVPD) results for C35H27BrHfN5O2S4 as an isolated structure.

Structure (XYZ):
```
75
Properties=species:S:1:pos:R:3:mulliken_charge:R:1
Hf 0.510 0.123 0.054 -0.1949
S 0.987 -1.854 1.586 -0.3476
C 0.175 -3.254 0.907 0.7671
C -0.560 -4.086 1.764 -0.9166
C -1.317 -5.098 1.257 -0.4420
C -1.416 -5.371 -0.109 -0.8167
C -0.617 -4.551 -0.887 -0.5422
C 0.057 -3.439 -0.432 0.3034
S 0.731 -2.286 -1.544 -0.0618
C 2.448 -2.431 -1.273 -1.0131
C 3.063 -1.131 -1.821 0.7325
C 3.928 -1.238 -2.947 -1.1386
C 4.368 -0.077 -3.532 -0.7830
C 3.978 1.120 -2.971 -1.2133
C 3.150 1.120 -1.799 0.8869
C 3.046 2.390 -1.025 -1.0640
S 1.486 2.726 -0.220 -0.1188
C 0.516 3.453 -1.494 0.4283
C 0.517 4.841 -1.543 -0.9292
C 0.008 5.435 -2.669 -0.6558
C -0.651 4.691 -3.602 -0.4986
C -0.623 3.340 -3.500 -0.7486
C -0.154 2.653 -2.432 0.7812
S -0.255 0.931 -2.343 -0.2909
N 2.687 0.002 -1.217 0.5871
H -0.622 -3.943 2.836 0.4432
H -1.847 -5.752 1.919 0.4142
H -2.048 -6.177 -0.537 0.4171
H -0.608 -4.812 -1.911 0.4447
H 2.862 -3.322 -1.841 0.3854
H 2.594 -2.681 -0.255 0.5540
H 4.217 -2.216 -3.187 0.5721
H 5.061 -0.069 -4.369 0.4368
H 4.358 2.082 -3.271 0.5090
H 3.416 3.194 -1.628 0.6882
H 3.803 2.379 -0.249 0.5112
H 1.095 5.404 -0.844 0.5357
H 0.118 6.503 -2.833 0.3859
H -1.234 5.193 -4.365 0.4080
H -1.097 2.764 -4.301 0.4276
N 0.033 1.165 3.605 0.1168
C 1.383 1.028 3.344 0.4887
C 2.222 0.961 4.427 -0.9541
C 3.521 0.548 4.279 -0.5608
C 3.950 0.292 3.003 -1.2947
C 3.103 0.510 1.953 0.1512
N 1.836 0.840 2.074 0.4523
C -0.943 1.696 2.744 0.2845
C -2.096 2.244 3.331 -1.0783
C -3.116 2.708 2.548 -0.3978
C -3.056 2.547 1.137 -1.2936
C -1.829 2.017 0.645 0.2234
N -0.817 1.547 1.406 0.7168
H -0.142 1.305 4.619 0.3020
H 1.856 1.185 5.461 0.3206
H 4.123 0.220 5.113 0.4173
H 4.893 -0.127 2.954 0.5406
H 3.473 0.461 0.947 0.3419
H -2.200 2.311 4.414 0.3945
H -3.927 3.137 3.136 0.4142
H -3.815 2.956 0.501 0.5817
H -1.739 1.847 -0.450 0.0975
Br -7.213 -3.353 0.607 -0.1727
C -5.542 -2.825 -0.247 -0.0902
C -5.286 -3.078 -1.608 -0.2868
N -4.147 -2.721 -2.233 -0.6442
C -3.265 -2.051 -1.482 -0.0355
C -3.405 -1.836 -0.114 0.5998
C -4.552 -2.273 0.577 -0.4836
C -2.443 -1.040 0.645 0.0024
O -2.712 -0.639 1.753 -0.6783
O -1.292 -0.704 0.078 1.3516
H -5.948 -3.676 -2.184 0.4629
H -2.415 -1.608 -2.074 0.4478
H -4.623 -2.150 1.720 0.4179
```

Calculated values
frontier orbital gap = 7.45 eV
charge = +1
DFT total energy = -162968.62124 eV
strongest force on any atom = 3.46 eV Å⁻¹
LUMO level = -2.834 eV